# 1
Entry from the OMol25 dataset: an isolated molecule of C4H7NO3 (ωB97M-V/def2-TZVPD).

XYZ file:
```
15
Properties=species:S:1:pos:R:3:forces:R:3
N -0.843 -1.524 1.183 0.0 3.0 -0.8
C -0.207 -0.513 0.168 0.3 -1.5 -1.8
C 0.071 0.957 0.591 1.0 -1.7 0.5
O 0.463 1.798 -0.181 -0.6 -0.1 0.5
O 0.079 1.178 1.945 1.3 4.0 -2.3
C 1.069 -1.085 -0.658 -1.9 -0.9 -0.8
O 0.461 -0.360 -2.106 -2.3 -2.9 5.3
C -0.948 -0.433 -1.288 -0.1 3.9 1.8
H -0.384 -1.469 2.123 -0.2 0.2 -1.2
H -1.757 -1.028 1.343 0.8 -1.0 0.1
H 0.465 2.212 1.773 -1.4 -3.5 1.6
H 0.878 -2.381 -0.638 0.9 4.1 -0.5
H 2.138 -0.714 -0.391 -2.0 -0.7 -0.8
H -1.840 -1.146 -1.381 2.1 0.2 -0.7
H -1.540 0.706 -1.250 1.9 -3.2 -0.9
```
Positions in Å, forces in eV/Å.

Orbital gap (eV): 10.37
Energy above the lowest of the compared OMol25 structures with the same formula, charge and spin (kJ/mol): 596.44
Multiplicity: 1
SMILES string: NC1(C(=O)O)COC1
Highest occupied orbital energy (eV): -9.955
LUMO energy (hartree): 0.0154
Net charge: 0

***

# 2
Entry from the OMol25 dataset: a structure of composition C16H38GeO4SiSn (ωB97M-V/def2-TZVPD).

XYZ file:
```
61
Properties=species:S:1:pos:R:3:forces:R:3
Sn 0.906 -0.053 0.362 3.6 -0.2 0.3
C -2.888 -2.281 0.423 0.1 0.4 0.5
C -1.777 -1.586 -0.347 0.6 -2.5 -1.5
C -1.308 -2.570 -1.436 -0.2 0.1 0.0
C -2.261 -0.327 -1.034 0.1 0.4 0.5
O -0.545 -1.571 0.512 -1.3 3.4 0.7
Ge -1.154 -0.019 1.911 -0.7 0.0 1.3
O -0.444 1.493 0.457 -0.8 -2.0 2.1
C -0.422 2.736 1.254 1.0 2.1 -1.7
C -1.830 3.181 1.592 -0.2 -0.7 0.1
C 0.519 2.817 2.441 -0.2 -0.5 0.2
C 0.137 3.710 0.187 -0.1 -0.1 0.2
O 0.773 -0.032 2.474 -2.8 -1.1 -0.4
C 1.021 -1.218 3.350 1.8 0.2 0.9
C 0.674 -2.594 2.818 -0.4 0.1 -0.3
C 2.541 -1.154 3.547 -0.1 0.0 -0.1
C 0.342 -0.965 4.686 -0.4 0.3 -0.3
H -3.674 -2.575 -0.265 -0.1 0.0 -0.1
H -2.506 -3.172 0.917 0.0 -0.1 0.0
H -3.337 -1.638 1.184 -0.1 0.0 0.0
H -2.115 -2.820 -2.123 -0.1 0.0 0.0
H -0.493 -2.145 -2.017 0.0 0.0 0.0
H -0.954 -3.486 -0.970 0.0 -0.1 0.0
H -3.021 -0.638 -1.746 -0.1 0.0 0.0
H -2.730 0.387 -0.353 0.0 0.1 0.0
H -1.475 0.183 -1.589 0.0 0.0 0.0
H -2.278 2.579 2.388 0.0 0.0 0.1
H -1.803 4.210 1.934 0.0 0.1 0.1
H -2.475 3.120 0.717 0.0 0.0 -0.1
H 0.165 2.260 3.308 0.0 -0.1 0.1
H 1.525 2.486 2.191 0.1 -0.1 0.0
H 0.578 3.861 2.738 0.0 0.1 0.0
H -0.506 3.704 -0.690 0.0 0.0 -0.1
H 0.198 4.728 0.565 0.0 0.0 0.1
H 1.139 3.400 -0.110 0.1 0.0 0.0
H 1.155 -2.804 1.865 0.0 0.0 0.0
H 1.048 -3.314 3.540 0.0 0.0 0.1
H -0.400 -2.762 2.723 0.0 0.0 0.0
H 3.054 -1.301 2.597 0.0 0.0 -0.1
H 2.826 -0.181 3.938 0.0 0.1 0.0
H 2.868 -1.921 4.246 0.0 -0.1 0.1
H -0.749 -1.025 4.610 0.0 0.0 0.0
H 0.664 -1.710 5.407 0.0 -0.1 0.1
H 0.602 0.021 5.065 0.1 0.0 0.0
O 2.745 -0.079 0.192 -0.4 -0.1 0.1
C 0.013 1.603 -4.350 0.0 0.0 0.3
Si 0.921 0.050 -3.857 -0.2 0.0 -0.5
C 2.692 0.117 -4.432 0.1 0.0 0.3
C 0.078 -1.446 -4.591 0.0 0.0 0.3
C 0.951 -0.054 -1.964 0.6 -0.1 -0.7
H 0.016 1.701 -5.436 0.0 0.0 0.0
H 0.487 2.492 -3.930 0.0 0.0 0.0
H -1.027 1.587 -4.017 0.0 0.0 0.0
H 2.715 0.191 -5.521 0.0 0.0 0.0
H 3.240 -0.779 -4.137 0.0 0.0 0.0
H 3.214 0.980 -4.018 0.0 0.0 0.0
H 0.100 -1.371 -5.679 0.0 0.0 0.0
H -0.964 -1.522 -4.280 0.0 0.0 -0.1
H 0.582 -2.373 -4.308 0.0 0.0 0.0
H 1.314 0.863 -1.461 -0.1 0.1 -1.0
H 1.334 -0.976 -1.477 -0.1 0.1 -1.1
```
Positions in Å, forces in eV/Å.

Orbital gap (alpha / beta) (eV): 8.71 / 7.06
Energy above the lowest of the compared OMol25 structures with the same formula, charge and spin (kJ/mol): 305.89
Multiplicity: 2
⟨S²⟩: 0.755
Highest occupied orbital energy (alpha / beta) (eV): -12.092 / -12.077
LUMO energy (alpha / beta) (hartree): -0.1244 / -0.1845
Net charge: +1

***

# 3
Entry from the OMol25 dataset: a structure of composition C12H14CuN2O3Te (ωB97M-V/def2-TZVPD).

XYZ file:
```
33
Properties=species:S:1:pos:R:3:forces:R:3
Cu -0.710 0.297 0.252 1.0 -0.1 0.6
N -0.682 2.378 0.256 -0.3 -0.2 0.0
C -0.796 2.698 1.697 0.1 0.0 0.2
C 0.135 1.757 2.475 0.0 -0.1 0.0
O 0.833 2.170 3.385 -0.1 0.0 0.0
N 0.042 0.480 2.037 -0.5 0.4 -0.5
C 1.103 -0.451 2.250 0.8 -0.7 -1.0
C 1.680 -0.965 0.851 0.1 0.2 1.8
O 2.746 -1.544 0.886 -0.2 0.0 -0.5
O 0.926 -0.744 -0.166 -0.6 0.2 -0.6
H 0.246 2.629 -0.069 0.0 0.0 -0.1
H -1.350 2.896 -0.300 0.0 0.1 0.0
H -1.823 2.511 2.012 0.0 0.0 0.0
H -0.533 3.729 1.927 0.0 0.0 0.0
H 0.750 -1.366 2.734 0.0 0.1 0.2
H 1.941 -0.031 2.802 -0.1 0.0 0.2
C -4.315 -0.464 -0.203 0.0 -0.1 0.1
Te -2.526 -1.568 0.319 -0.4 0.3 -0.6
C -2.608 -2.045 -1.789 0.0 -0.1 0.1
C -4.076 -2.037 -2.117 -0.1 0.0 0.1
C -4.604 -2.795 -3.154 0.0 0.0 0.0
C -5.968 -2.776 -3.408 0.0 -0.1 0.0
C -6.809 -1.999 -2.628 0.0 0.0 0.0
C -6.287 -1.238 -1.591 0.0 0.0 0.0
C -4.924 -1.253 -1.331 0.0 -0.1 0.0
H -4.021 0.536 -0.521 0.0 0.0 0.0
H -4.981 -0.378 0.652 0.0 0.0 0.0
H -2.138 -3.007 -1.979 0.0 0.0 0.1
H -2.060 -1.278 -2.334 0.0 0.0 0.0
H -3.945 -3.406 -3.759 0.0 0.0 0.0
H -6.373 -3.384 -4.207 0.0 0.0 0.0
H -7.875 -1.997 -2.813 0.0 0.0 0.0
H -6.944 -0.635 -0.976 0.0 0.0 0.0
```
Positions in Å, forces in eV/Å.

Orbital gap (alpha / beta) (eV): 7.82 / 6.50
Multiplicity: 2
⟨S²⟩: 0.755
Highest occupied orbital energy (alpha / beta) (eV): -8.245 / -8.196
LUMO energy (alpha / beta) (hartree): -0.0156 / -0.0625
Net charge: 0

***

# 4
Entry from the OMol25 dataset: a structure of composition C35H34AsCl2CoN8O7SSi (ωB97M-V/def2-TZVPD).

XYZ file:
```
90
Properties=species:S:1:pos:R:3:forces:R:3
Co 12.149 11.354 11.081 0.2 0.4 -0.1
C 9.282 9.574 15.576 0.3 -0.1 -0.2
N 10.214 10.156 14.573 -0.8 0.9 -1.3
C 10.500 9.886 13.256 1.6 1.3 1.5
N 11.491 10.732 12.876 -1.1 0.0 1.3
C 11.662 11.565 13.981 -0.8 -0.8 -1.2
N 10.848 11.300 14.957 0.6 -1.2 0.5
C 8.234 8.693 14.937 0.8 -0.3 -0.1
C 6.911 9.009 15.278 -0.1 -0.2 -0.5
C 5.908 8.315 14.585 -2.9 -0.4 -0.2
C 6.135 7.460 13.535 0.9 0.8 1.4
C 7.490 7.160 13.224 0.1 -1.3 -1.8
C 8.567 7.702 14.007 -0.5 0.3 1.0
C 7.672 6.558 11.916 0.4 0.8 1.6
N 8.474 5.626 11.498 1.2 -0.1 -1.1
N 8.649 5.835 10.093 -0.9 -0.1 1.2
C 7.808 6.754 9.783 0.3 0.6 0.1
O 7.107 7.273 10.872 0.5 -0.7 -1.8
C 7.755 7.506 8.504 -1.0 -0.2 1.2
C 6.554 8.130 8.163 0.5 -0.2 0.1
C 6.552 8.923 7.046 0.4 0.2 -0.7
C 7.727 9.322 6.432 0.9 0.2 -1.0
C 8.983 8.816 6.883 -0.9 0.3 -0.3
C 10.257 9.521 6.440 1.0 -1.9 -0.9
N 11.314 9.607 7.469 -0.1 1.5 0.1
C 11.209 9.587 8.814 0.7 0.8 0.1
N 12.216 10.302 9.370 -0.3 -1.3 -1.8
C 12.945 10.688 8.241 -0.5 1.4 0.9
N 12.391 10.423 7.100 -0.8 -1.9 0.4
C 8.934 7.776 7.807 0.9 -0.1 0.4
H 8.765 10.433 16.075 0.7 -0.8 -0.4
H 9.961 9.053 16.275 -0.5 0.2 0.0
H 10.062 9.123 12.629 0.0 0.1 0.4
H 12.323 12.405 13.977 0.2 0.1 -0.1
H 6.670 9.752 16.025 0.1 0.0 0.0
H 4.816 8.414 14.859 1.3 0.2 -0.1
H 5.361 6.901 13.041 -0.4 0.1 -0.1
H 9.601 7.342 13.919 -0.5 0.3 -0.2
H 5.632 8.036 8.725 0.2 -0.4 0.1
H 5.617 9.210 6.629 -0.6 0.6 -0.2
H 7.672 9.972 5.506 0.2 -0.6 1.4
H 10.017 10.515 6.115 -0.1 0.6 0.1
H 10.814 9.050 5.571 -1.0 0.2 0.8
H 10.393 9.077 9.336 0.6 0.4 -0.2
H 13.783 11.376 8.267 0.1 -0.3 0.4
H 9.842 7.226 8.136 -0.6 0.6 -0.2
O 17.718 14.032 9.792 -0.9 -0.2 -0.4
As 16.186 13.508 10.566 1.2 -2.6 0.9
O 15.581 12.300 9.579 0.5 3.1 0.7
O 16.850 12.771 12.160 0.1 1.1 -2.3
C 15.577 15.162 11.366 -0.8 0.6 0.2
C 16.514 16.165 11.568 0.6 -0.2 0.2
C 16.127 17.424 11.999 0.3 1.3 -0.2
C 14.789 17.730 12.171 0.4 1.2 1.0
C 13.862 16.731 12.099 -0.1 0.6 0.4
C 14.261 15.492 11.716 -1.2 -1.7 -1.8
S 12.875 14.495 11.063 -2.6 -3.6 1.7
O 13.418 14.002 9.800 -0.3 1.0 0.3
O 11.584 15.233 11.057 2.6 0.3 -0.4
O 12.633 13.304 12.020 1.3 1.9 -1.5
H 17.652 13.735 8.855 0.1 0.1 0.9
H 17.563 15.988 11.402 0.2 -0.1 -0.2
H 16.861 18.250 12.125 -0.4 -0.9 -0.2
H 14.444 18.749 12.430 0.5 -0.6 -0.2
H 12.829 16.936 12.283 -0.5 -0.1 -0.1
Cl 8.300 12.958 12.763 0.0 -0.2 0.3
C 9.017 13.554 11.281 -1.0 -0.1 -1.2
Cl 9.652 12.168 10.249 -0.2 0.7 0.5
H 9.855 14.214 11.521 -0.3 -0.2 -0.4
H 8.164 13.994 10.670 1.5 -0.4 0.8
C 19.715 11.418 11.866 -1.1 0.2 -1.6
Si 17.941 11.502 12.464 -1.3 -0.9 0.2
C 18.019 11.437 14.331 -1.0 1.1 -0.2
C 16.994 9.969 11.848 1.6 0.6 -0.1
C 16.139 9.959 10.748 -1.0 -1.7 0.6
C 15.406 8.765 10.530 0.8 0.1 -0.5
C 15.712 7.561 11.207 -0.9 0.1 -0.7
C 16.591 7.597 12.263 0.7 -0.1 0.7
C 17.287 8.797 12.524 -0.8 -1.1 0.9
H 20.361 11.113 12.653 0.5 -0.4 0.6
H 20.011 12.405 11.549 0.4 0.4 -0.3
H 19.769 10.724 10.993 0.1 0.5 0.7
H 18.273 12.384 14.806 0.5 0.1 -0.2
H 18.628 10.664 14.728 0.7 -0.7 0.3
H 17.009 11.290 14.692 -0.4 -0.4 0.0
H 15.994 10.862 10.139 -0.2 -1.1 0.6
H 14.608 8.783 9.792 0.2 -0.2 -0.1
H 15.294 6.571 10.903 -0.1 1.2 0.4
H 16.649 6.699 12.926 0.5 0.8 -0.7
H 17.990 8.809 13.361 -0.2 0.0 -0.1
```
Positions in Å, forces in eV/Å.

Orbital gap (alpha / beta) (eV): 2.78 / 6.14
Energy above the lowest of the compared OMol25 structures with the same formula, charge and spin (kJ/mol): 94.25
Multiplicity: 4
⟨S²⟩: 3.777
Highest occupied orbital energy (alpha / beta) (eV): -1.101 / -4.456
LUMO energy (alpha / beta) (hartree): 0.0619 / 0.0618
Net charge: -1

***

# 5
Entry from the OMol25 dataset: a structure of composition C6H14O2 (ωB97M-V/def2-TZVPD).

XYZ file:
```
22
Properties=species:S:1:pos:R:3:forces:R:3
C 1.336 -0.244 -1.214 -0.4 0.7 -0.8
C 0.743 -0.242 1.269 -1.2 0.6 0.1
C 0.803 0.909 -1.798 0.9 -0.8 -0.3
C 0.866 -1.609 -1.582 -0.1 -0.1 0.2
H 2.281 -0.171 -0.696 -0.1 0.0 0.2
H -0.154 1.245 -0.987 -0.9 0.0 1.2
H 1.389 -1.929 -2.493 0.0 0.1 0.1
H -0.204 -1.621 -1.792 0.0 0.0 0.0
H 1.065 -2.339 -0.798 0.0 0.0 -0.1
H 1.368 -1.085 0.997 0.0 -0.1 -0.5
H 1.342 0.653 1.424 0.0 0.0 0.1
H 0.287 -0.574 2.195 0.1 0.1 0.2
H 1.442 1.787 -1.831 -0.1 0.0 0.2
H 0.190 0.766 -2.686 -0.1 0.0 0.1
C -1.573 0.858 2.147 0.0 0.0 -0.1
C -1.138 0.475 0.748 1.5 -1.0 0.5
O -1.788 -0.683 0.325 -0.2 -0.1 -0.2
O -1.080 1.444 -0.091 0.5 0.3 -1.1
H -2.098 -0.521 -0.575 0.1 0.1 0.1
H -1.648 -0.014 2.794 0.0 0.0 -0.1
H -2.558 1.324 2.068 0.0 0.0 0.0
H -0.873 1.571 2.575 0.0 0.0 0.0
```
Positions in Å, forces in eV/Å.

Orbital gap (eV): 8.30
Energy above the lowest of the compared OMol25 structures with the same formula, charge and spin (kJ/mol): 452.01
Multiplicity: 1
Highest occupied orbital energy (eV): -8.173
LUMO energy (hartree): 0.0046
Net charge: 0

***

Number 1: electronic energy -11889.096 eV. Number 2: electronic energy -95614.047 eV. Number 3: electronic energy -73726.114 eV. Number 4: electronic energy -205322.082 eV. Number 5: electronic energy -10539.932 eV.